Entry 1:
C17H39N5O22 | ωB97M-V with the def2-TZVPD basis set

Values from the calculation:
Structure (SMILES): C[N+](=O)[O-].C[N+](=O)[O-].C[N+](=O)[O-].C[N+](=O)[O-].C[N+](=O)[O-].COC(=O)OC.COC(=O)OC.COC(=O)OC.COC(=O)OC
Energy: -70739.7858 eV
Frontier orbital gap: 9.99 eV
Net charge: 0
Energy relative to the best compared isomer or geometry (same formula, charge and spin): 292.6 kJ/mol

Cartesian coordinates (Å):
C1 -4.4520 7.2118 5.0162
O1 -3.8121 6.2095 4.2180
C2 -2.4715 6.2307 4.0150
O2 -1.6805 6.9667 4.5911
O3 -2.2304 5.3085 3.0783
C3 -0.8476 4.9469 2.9130
H1 -5.4851 6.8820 5.1261
H2 -4.4259 8.2361 4.6442
H3 -3.9782 7.2925 5.9945
H4 -0.6747 4.4238 1.9725
H5 -0.4344 4.4069 3.7650
H6 -0.2368 5.8350 2.7506
C4 0.6462 -2.2389 -1.5984
O4 0.2962 -0.9252 -1.3715
C5 -0.0189 -0.4669 -0.1462
O5 0.0126 -1.0269 0.9537
O6 -0.1400 0.8750 -0.2673
C6 -0.4709 1.6828 0.8655
H7 1.6709 -2.3868 -1.2576
H8 0.6598 -2.4491 -2.6679
H9 0.0067 -2.9427 -1.0657
H10 0.1448 1.5597 1.7565
H11 -1.5370 1.7501 1.0822
H12 -0.3685 2.6821 0.4425
C7 3.7945 -5.3450 -4.6603
O7 4.0306 -5.4006 -3.2920
C8 4.4089 -4.3041 -2.6077
O8 4.9727 -3.3631 -3.1287
O9 4.2186 -4.4680 -1.2944
C9 4.7025 -3.4405 -0.4824
H13 2.8811 -4.8391 -4.9732
H14 3.7384 -6.3696 -5.0279
H15 4.5903 -4.8988 -5.2566
H16 4.2939 -2.4593 -0.7240
H17 5.7363 -3.2524 -0.7721
H18 4.6846 -3.6779 0.5813
C10 -3.8351 1.4216 -0.5557
O10 -3.1516 2.7007 -0.5894
C11 -3.6732 3.7839 -0.1564
O11 -4.7186 3.9666 0.3764
O12 -2.7512 4.7733 -0.1894
C12 -3.0828 6.1263 -0.0713
H19 -3.1669 0.7616 -0.0025
H20 -4.0212 0.8689 -1.4766
H21 -4.7517 1.4720 0.0319
H22 -2.3254 6.7591 -0.5339
H23 -3.2601 6.3996 0.9689
H24 -3.8988 6.3927 -0.7431
C13 1.3926 -6.3157 -1.1573
N1 0.4440 -6.6529 -0.0495
O13 -0.3508 -5.7703 0.3829
O14 0.6601 -7.7572 0.3505
H25 1.1792 -6.8644 -2.0746
H26 2.4003 -6.5250 -0.7982
H27 1.1269 -5.2597 -1.2065
C14 3.1114 -2.0565 -6.1914
N2 1.7559 -1.7912 -5.7913
O15 1.5386 -0.9496 -4.8860
O16 0.8222 -2.2460 -6.4571
H28 3.4732 -1.3024 -6.8904
H29 3.2669 -2.9615 -6.7786
H30 3.7572 -2.1028 -5.3145
C15 -0.0397 -0.1408 4.6723
N3 -1.3932 0.5440 4.8857
O17 -2.2588 0.0510 4.1780
O18 -1.3924 1.6729 5.4429
H31 0.6954 0.3430 5.3156
H32 0.1873 -0.0862 3.6076
H33 -0.1412 -1.1595 5.0466
C16 2.8813 2.7308 1.9573
N4 3.2294 1.9988 3.2122
O19 4.3959 1.7153 3.3875
O20 2.2655 1.8965 3.9520
H34 2.6121 1.8846 1.3252
H35 3.7287 3.2939 1.5662
H36 2.0192 3.3436 2.2209
C17 -2.9004 -2.7465 -2.2336
N5 -3.0609 -4.0996 -1.6885
O21 -2.2607 -4.9435 -2.0284
O22 -4.0577 -4.2552 -1.0359
H37 -2.5640 -2.1259 -1.4030
H38 -3.8154 -2.2885 -2.6091
H39 -2.2966 -2.7446 -3.1410



Entry 2:
C29H45LiN2OSSbSeSi3 | ωB97M-V with the def2-TZVPD basis set

Values from the calculation:
Energy: -142385.9367 eV
Frontier orbital gap: 7.80 eV
Net charge: +1

Cartesian coordinates (Å):
Li1 0.6798 0.4215 -0.3058
O1 -0.9101 -0.5186 -0.3809
S1 -1.4358 -1.8929 -0.8388
C1 -1.7677 -1.7448 -2.5488
C2 -0.9285 -2.3867 -3.4329
C3 -1.0612 -2.2606 -4.8142
C4 -2.0878 -1.4833 -5.3054
C5 -2.9782 -0.8912 -4.4138
C6 -2.8303 -1.0314 -3.0586
C7 -3.0488 -1.9688 -0.2200
C8 -3.4501 -1.2661 0.9229
C9 -4.7684 -1.3772 1.3408
C10 -5.6852 -2.1789 0.6111
C11 -5.2327 -2.8851 -0.4868
C12 -3.9521 -2.7795 -0.9041
H1 -0.0521 -2.8950 -3.0194
H2 -0.2813 -2.6305 -5.4492
H3 -2.2434 -1.3785 -6.3901
H4 -3.7742 -0.2035 -4.7403
H5 -3.4596 -0.5181 -2.3531
H6 -2.6840 -0.7514 1.4893
H7 -5.1299 -0.8934 2.2047
H8 -6.7541 -2.1197 0.8269
H9 -5.9612 -3.4726 -1.1725
H10 -3.6868 -3.2309 -1.8717
C13 1.5212 -3.6703 1.3740
Si1 3.2969 -3.0852 1.3804
C14 4.0382 -3.6726 3.0355
C15 4.2879 -3.6085 -0.1696
Sb1 2.9292 -0.4270 0.8976
Si2 5.3017 0.5733 0.7122
C16 5.6694 1.3274 2.4097
C17 6.5529 -0.7920 0.2903
C18 5.0708 1.8486 -0.7201
Si3 1.7422 0.5479 2.9832
C19 -0.1133 0.0965 2.9062
C20 2.4102 -0.4343 4.4426
C21 2.0876 2.4002 2.9336
H11 1.4594 -4.7193 1.2190
H12 0.8637 -3.2593 0.6179
H13 1.1352 -3.5435 2.3985
H14 4.1114 -4.7212 3.0147
H15 3.4332 -3.3119 3.8347
H16 4.9655 -3.2639 3.2065
H17 4.2562 -4.6720 -0.3201
H18 5.3713 -3.2791 -0.1388
H19 3.8137 -3.2416 -1.0566
H20 5.2122 0.8008 3.2142
H21 5.3479 2.3479 2.3998
H22 6.7271 1.4227 2.6243
H23 6.7333 -1.6758 0.9279
H24 7.4918 -0.2596 0.1617
H25 6.3264 -1.1689 -0.6865
H26 4.5045 2.7489 -0.4572
H27 4.5656 1.3607 -1.5788
H28 6.0106 2.3953 -0.9890
H29 -0.2134 -0.9757 2.9611
H30 -0.7527 0.5025 2.1423
H31 -0.3719 0.4886 3.8860
H32 2.0263 -1.3981 4.4971
H33 2.2267 -0.0750 5.4693
H34 3.4873 -0.5354 4.3701
H35 3.1593 2.4618 3.1797
H36 1.4811 3.0297 3.5838
H37 1.9336 2.6981 1.9056
C22 -1.7518 5.5846 -1.9952
N1 -2.2377 4.2964 -1.4693
C23 -1.5503 3.3409 -0.8435
Se1 0.2275 3.1657 -0.4866
N2 -2.4293 2.3636 -0.6313
C24 -3.6940 2.6863 -1.1055
C25 -4.8765 1.9803 -1.1797
C26 -5.9821 2.7059 -1.5321
C27 -5.8892 3.9947 -1.9456
C28 -4.6397 4.6853 -2.0235
C29 -3.5539 3.9213 -1.6180
H38 -1.9481 5.5903 -3.0713
H39 -0.7213 5.5676 -1.7503
H40 -2.2081 6.3735 -1.3961
H41 -2.1831 1.4408 -0.3534
H42 -4.9290 0.9861 -0.8715
H43 -6.9400 2.2453 -1.4805
H44 -6.7659 4.4950 -2.3174
H45 -4.5437 5.6529 -2.4808



Entry 3:
C14H19NO4S | ωB97M-V with the def2-TZVPD basis set

Values from the calculation:
Structure (SMILES): Cc1ccc(S(=O)(=O)N[C@H]2CC[C@@H](C(=O)O)CC2)cc1
Energy: -35342.5577 eV
Frontier orbital gap: 9.93 eV
Net charge: 0
Energy relative to the best compared isomer or geometry (same formula, charge and spin): 12.8 kJ/mol

Cartesian coordinates (Å):
C1 4.7460 1.7088 -0.6770
C2 3.5372 1.4095 0.1539
C3 3.5145 0.3069 1.0022
C4 2.4024 0.0392 1.7819
C5 1.3101 0.8804 1.7128
C6 1.3139 1.9875 0.8869
C7 2.4270 2.2486 0.1084
H1 2.4391 3.1118 -0.5408
H2 0.4529 2.6377 0.8765
S1 -0.1602 0.5199 2.6708
O1 -0.6742 1.7529 3.1883
O2 0.1201 -0.5660 3.5615
N1 -1.2814 -0.0151 1.5759
H3 -1.6161 0.7125 0.9674
C8 -1.1479 -1.3268 0.9870
C9 -0.2826 -1.3482 -0.2809
C10 -0.9528 -0.5983 -1.4281
H4 -1.0693 0.4565 -1.1720
C11 -2.3294 -1.2011 -1.7281
C12 -3.0066 -0.4376 -2.8433
O3 -3.3857 -0.9107 -3.8800
O4 -3.1539 0.8635 -2.5550
H5 -3.6021 1.3186 -3.2852
C13 -3.2089 -1.1723 -0.4717
C14 -2.5315 -1.9107 0.6792
H6 -2.4160 -2.9646 0.4207
H7 -3.1511 -1.8418 1.5731
H8 -3.3975 -0.1362 -0.1877
H9 -4.1704 -1.6412 -0.6905
H10 -2.2101 -2.2352 -2.0655
H11 -0.3246 -0.6561 -2.3198
H12 0.6935 -0.9066 -0.0734
H13 -0.1260 -2.3886 -0.5716
H14 -0.6678 -1.9221 1.7702
H15 2.3619 -0.8085 2.4474
H16 4.3738 -0.3455 1.0512
H17 4.4639 2.1649 -1.6230
H18 5.3926 2.4087 -0.1475
H19 5.3174 0.8054 -0.8739



Entry 4:
C22H44N3OP3PbS | ωB97M-V with the def2-TZVPD basis set

Values from the calculation:
Energy: -73951.1409 eV
Frontier orbital gap (alpha / beta): 3.72 / 4.13 eV
Net charge: +4
Energy relative to the best compared isomer or geometry (same formula, charge and spin): 404.1 kJ/mol

Cartesian coordinates (Å):
Pb1 -0.1592 0.2085 0.2307
P1 -0.0371 -3.0670 0.0863
P2 2.8639 0.3018 0.0476
P3 0.6323 -1.0130 -2.5189
H1 -4.3377 1.8868 1.7620
C1 -4.8929 1.7542 0.8146
C2 -5.1524 0.5136 0.3784
H2 -4.7517 -0.3904 0.8927
C3 -0.7031 -3.6221 1.6986
C4 1.6607 -3.7424 0.2653
C5 -0.7716 -4.3788 -0.9624
C6 3.2522 2.0622 -0.3060
C7 3.7016 0.1418 1.6720
C8 4.0819 -0.5488 -1.0370
C9 -1.0139 -1.3066 -3.2737
C10 1.6383 -2.3402 -3.3014
C11 1.1420 0.4549 -3.4901
H3 -5.1818 2.6700 0.2572
H4 -5.6741 0.3402 -0.5754
H5 -1.7975 -3.5377 1.6867
H6 -0.2927 -2.9848 2.4944
H7 -0.4223 -4.6647 1.8837
H8 2.2365 -3.0957 0.9348
H9 2.1637 -3.7802 -0.7122
H10 1.6186 -4.7520 0.6923
H11 -1.8599 -4.2317 -0.9954
H12 -0.5544 -5.3686 -0.5466
H13 -0.3866 -4.3274 -1.9863
H14 4.3067 2.1699 -0.5944
H15 3.0601 2.6596 0.5935
H16 2.6167 2.4271 -1.1251
H17 4.7756 -0.0280 1.5335
H18 3.2711 -0.7121 2.2147
H19 3.5578 1.0625 2.2551
H20 5.0947 -0.3328 -0.6749
H21 3.9952 -0.2041 -2.0753
H22 3.9219 -1.6370 -0.9919
H23 -0.9246 -1.2464 -4.3651
H24 -1.7345 -0.5506 -2.9387
H25 -1.3914 -2.2997 -2.9854
H26 1.6303 -2.2102 -4.3921
H27 1.2444 -3.3356 -3.0584
H28 2.6754 -2.2813 -2.9392
H29 0.9798 0.2518 -4.5555
H30 2.2062 0.6690 -3.3257
H31 0.5729 1.3459 -3.1916
C12 -1.4053 2.8066 -1.9149
C13 -1.2571 3.8998 -2.7822
C14 -2.1716 4.1599 -3.7789
C15 -3.2754 3.3042 -3.9681
C16 -3.4317 2.2082 -3.1170
C17 -2.5086 1.9308 -2.1032
S1 -0.0925 2.8791 -0.7956
H32 -1.6857 -1.0329 0.6581
H33 -0.3922 4.5653 -2.6486
H34 -2.0106 5.0417 -4.3962
H35 -3.9806 3.5501 -4.7377
H36 -4.3454 1.6017 -3.2854
H37 -2.7136 1.0381 -1.4733
C18 1.2025 -1.0258 5.4641
N1 0.5806 0.0993 4.7623
C19 0.1905 1.2069 5.4519
C20 -0.3844 2.2163 4.7801
C21 -0.5300 2.1105 3.3804
N2 -0.0922 1.0305 2.6893
C22 0.4834 -0.0103 3.3799
O1 0.9154 -1.0124 2.7965
N3 -1.1421 3.0878 2.6426
H38 0.6224 -1.9379 5.3134
H39 1.2437 -0.7956 6.5295
H40 2.2195 -1.1849 5.0998
H41 0.3677 1.1674 6.5337
H42 -0.7290 3.1287 5.2832
H43 -1.3899 3.9619 3.1045
H44 -1.1489 3.0750 1.6562



Values of molar mass, in order: 665.51, 761.68, 297.38, 698.80, all in g/mol.